Record 1
ORCA calculation (ωB97M-V/def2-TZVPD) on 3 unconnected molecules or ions with the total composition C8H16O2.

Summary:
**SMILES**: C=C/C=C/CC(=C)C.O.O
**Gap between HOMO and LUMO**: 9.1823 eV
**Energy relative to the best compared isomer or geometry (same formula, charge and spin)**: 432.3 kJ/mol

Structure (ORCA input):
```
! RIJCOSX wB97M-V def2-TZVPD def2/J DEFGRID3
* xyz 0 1
C -1.9834 -3.3701 0.5297
C -1.7852 -1.8754 0.5274
C -2.5957 -1.0121 -0.0751
C -0.5967 -1.3934 1.2582
C 0.3949 -0.5094 0.4839
C 0.9168 0.5856 1.0291
C 1.5521 1.4752 0.1191
C 1.0632 1.6710 -1.1091
H -1.1029 -3.9964 0.8142
H -2.8069 -3.6351 1.1520
H -2.2176 -3.7821 -0.4926
H -2.2815 0.1527 -0.0172
H -3.5573 -1.2725 -0.6285
H -0.9440 -0.9820 2.2041
H 0.0091 -2.1987 1.5675
H 0.4422 -0.7728 -0.5012
H 0.7857 0.7342 2.0937
H 2.2665 2.1128 0.4990
H 0.1558 1.2807 -1.4599
H 1.5067 2.5496 -1.5629
H -1.3232 3.0079 -0.2569
H -0.0904 3.4817 -0.7380
O -0.9753 3.6879 -0.8070
H 4.1527 0.6421 -0.9873
H 3.5284 -0.8026 -0.8317
O 3.4355 0.0686 -1.3722
*
```

=====

Record 2
ORCA calculation (ωB97M-V/def2-TZVPD) on a molecular structure, C47H62N6O3W.

Summary:
**Gap between HOMO and LUMO (spin up / spin down)**: 7.5646 / 6.8889 eV
**⟨S²⟩**: 2.02

Structure (ORCA input):
```
! RIJCOSX wB97M-V def2-TZVPD def2/J DEFGRID3
* xyz 2 3
W -0.6520 0.3971 -0.4048
C 0.2595 -2.7398 3.8878
C -0.6387 -1.5778 3.4317
C -1.9177 -1.6535 4.2872
C 0.0418 -0.2234 3.5801
C 0.8944 -0.0408 4.6618
C 1.5198 1.1698 4.8944
C 1.2705 2.2406 4.0601
C 0.4080 2.1202 2.9747
C 0.0106 3.3702 2.2149
C 1.1885 4.3059 1.9391
C -1.0631 4.0996 3.0362
C -0.1810 0.8731 2.7108
N -1.0637 0.6917 1.5732
C -2.3994 0.5020 1.9079
O -2.9883 1.0409 2.8102
C -3.0124 -0.5476 1.0238
C -4.1378 -1.2998 1.2885
C -4.4456 -2.3515 0.4311
C -3.6184 -2.6289 -0.6550
C -2.5033 -1.8411 -0.8489
N -2.2249 -0.8216 -0.0248
C -1.3650 -2.0739 -1.7980
O -1.4212 -2.7872 -2.7653
N -0.2346 -1.3886 -1.3712
C 1.0172 -2.0948 -1.5398
C 2.0390 -1.5133 -2.3178
C 3.2972 -2.0997 -2.3457
C 3.5502 -3.2825 -1.6767
C 2.5254 -3.9019 -0.9913
C 1.2548 -3.3398 -0.8924
C 0.2272 -4.1473 -0.1054
C -0.3139 -5.3160 -0.9501
C 0.8044 -4.7717 1.1762
C 1.7158 -0.4251 -3.3259
C 1.3961 -1.1671 -4.6369
C 2.8254 0.5965 -3.5688
H -0.1041 -3.6818 3.4799
H 0.2256 -2.8348 4.9725
H 1.2995 -2.6019 3.6004
H -0.8901 -1.7195 2.3729
H -1.6418 -1.6542 5.3419
H -2.4565 -2.5801 4.0768
H -2.5894 -0.8153 4.1343
H 1.0628 -0.8561 5.3525
H 2.1704 1.2903 5.7507
H 1.7237 3.1964 4.2847
H -0.4135 3.0593 1.2566
H 1.6356 4.6691 2.8633
H 0.8474 5.1842 1.3926
H 1.9617 3.8093 1.3479
H -0.6649 4.3694 4.0153
H -1.9311 3.4611 3.1973
H -1.3732 5.0231 2.5410
H -4.7397 -1.0677 2.1567
H -5.3132 -2.9683 0.6225
H -3.8171 -3.4524 -1.3277
H 4.0846 -1.6607 -2.9442
H 4.5259 -3.7463 -1.7423
H 2.7090 -4.8629 -0.5282
H -0.5940 -3.4832 0.1849
H 0.5056 -5.9889 -1.2053
H -0.7656 -4.9877 -1.8760
H -1.0549 -5.8783 -0.3786
H 1.3558 -5.6821 0.9448
H -0.0086 -5.0541 1.8451
H 1.4784 -4.1102 1.7213
H 0.8282 0.1142 -2.9886
H 2.2459 -1.7918 -4.9150
H 1.2134 -0.4725 -5.4558
H 0.5308 -1.8215 -4.5142
H 3.7520 0.1182 -3.8829
H 3.0196 1.2014 -2.6841
H 2.5326 1.2731 -4.3725
C -3.2038 3.1749 0.2426
C -2.2837 2.5938 -0.7987
C -2.6975 1.4295 -1.5134
C -4.1274 0.9689 -1.3434
C -1.9851 1.0318 -2.6854
C -2.5908 0.0184 -3.6237
C -0.9225 1.8353 -3.1601
C -0.4549 1.6854 -4.5804
C -0.4990 2.9556 -2.4273
C 0.5816 3.8431 -2.9735
C -1.1949 3.3535 -1.2737
C -0.8926 4.7158 -0.7177
H -3.8874 3.8743 -0.2468
H -2.6694 3.7148 1.0164
H -3.8061 2.4290 0.7481
H -4.4724 1.0027 -0.3173
H -4.3098 -0.0315 -1.7185
H -4.7571 1.6525 -1.9181
H -3.1719 0.5527 -4.3804
H -3.2574 -0.6860 -3.1397
H -1.8356 -0.5704 -4.1377
H -1.0225 2.3928 -5.1929
H -0.6222 0.6953 -4.9854
H 0.5953 1.9292 -4.7049
H 0.1495 4.5720 -3.6655
H 1.3332 3.2776 -3.5166
H 1.0917 4.3881 -2.1856
H 0.1495 4.7951 -0.4131
H -1.5184 4.9808 0.1260
H -1.0584 5.4596 -1.5001
C 4.9545 -0.4744 1.5303
N 3.6564 -0.0451 1.0404
C 3.3820 1.2603 0.4766
C 1.9352 1.0845 0.1118
O 1.1493 1.8391 -0.4881
N 1.4877 -0.1120 0.4955
C 2.5449 -0.7747 1.0353
N 2.4715 -1.9961 1.5096
H 5.6724 0.3240 1.3677
H 5.2999 -1.3574 0.9886
H 4.9152 -0.6931 2.5987
H 4.0111 1.4757 -0.3887
H 3.5188 2.0616 1.2088
H 1.6269 -2.5219 1.3644
H 3.2986 -2.4751 1.8247
*
```

=====

Record 3
ORCA calculation (ωB97M-V/def2-TZVPD) on a molecular structure, C50H57O5SSi2W.

Summary:
**Gap between HOMO and LUMO**: 4.5174 eV
**Energy relative to the best compared isomer or geometry (same formula, charge and spin)**: 335.6 kJ/mol

Structure (ORCA input):
```
! RIJCOSX wB97M-V def2-TZVPD def2/J DEFGRID3
* xyz 1 1
W 0.4382 -0.2553 -0.4197
C -4.7581 -1.3456 3.4979
C -4.6000 -1.2318 1.9767
C -5.9582 -1.3671 1.2910
O -4.0121 -0.0067 1.5967
C -2.6233 -0.2043 1.6428
C -2.4700 -1.6660 1.1161
O -3.6886 -2.2426 1.5274
C -2.1732 -1.9686 -0.3901
O -1.0639 -1.2033 -0.7541
C -1.7306 -3.4282 -0.6075
C -1.5634 -3.8102 -1.9389
C -1.1169 -5.0753 -2.2707
C -0.8138 -5.9852 -1.2735
C -0.9708 -5.6158 0.0483
C -1.4267 -4.3483 0.3861
C -3.3623 -1.7560 -1.3234
C -4.4739 -2.5883 -1.2315
C -5.5093 -2.4797 -2.1440
C -5.4420 -1.5558 -3.1739
C -4.3192 -0.7573 -3.2976
C -3.2822 -0.8686 -2.3863
C -1.7736 0.9539 1.0635
O -0.4475 0.5056 1.1356
C -2.1869 1.4224 -0.3311
C -1.1919 1.7111 -1.2686
C -1.5036 2.2342 -2.5176
C -2.8272 2.4854 -2.8384
C -3.8206 2.2265 -1.9058
C -3.5104 1.7112 -0.6574
C -1.8977 2.2274 1.9179
C -3.0004 2.5385 2.6986
C -3.0283 3.7183 3.4246
C -1.9681 4.6071 3.3670
C -0.8669 4.3030 2.5855
C -0.8387 3.1281 1.8582
H -5.4513 -0.5878 3.8517
H -3.8039 -1.2174 4.0019
H -5.1419 -2.3325 3.7335
H -6.7026 -0.7784 1.8197
H -6.2584 -2.4094 1.2933
H -5.8832 -1.0132 0.2684
H -2.2989 -0.2642 2.7004
H -1.6398 -2.1210 1.6773
H -1.8122 -3.1099 -2.7248
H -1.0184 -5.3517 -3.3079
H -0.4794 -6.9778 -1.5300
H -0.7450 -6.3247 0.8294
H -1.5703 -4.1129 1.4291
H -4.5120 -3.3314 -0.4520
H -6.3649 -3.1346 -2.0619
H -6.2518 -1.4675 -3.8833
H -4.2399 -0.0578 -4.1148
H -2.3812 -0.2848 -2.5307
H -0.1309 1.5985 -0.9677
H -0.7093 2.4538 -3.2195
H -3.0773 2.8902 -3.8049
H -4.8490 2.4389 -2.1541
H -4.2975 1.5182 0.0512
H -3.8368 1.8599 2.7435
H -3.8865 3.9444 4.0379
H -1.9956 5.5267 3.9332
H -0.0254 4.9791 2.5318
H 0.0263 2.8897 1.2500
C 1.3959 -2.0345 -2.3082
Si 2.6027 -2.3672 -0.8236
C 4.2291 -1.4768 -1.3023
C 2.9897 -4.2313 -0.6704
C 1.5004 -1.8718 0.6307
Si 2.1320 -1.1228 2.2557
C 2.2756 0.7887 2.2972
C 1.0037 -1.6684 3.6990
C 3.9021 -1.7657 2.5973
H 1.8648 -2.1520 -3.2836
H 1.0042 -0.9636 -2.2622
H 0.5503 -2.7232 -2.2720
H 4.8245 -2.1070 -1.9590
H 4.8429 -1.2481 -0.4403
H 4.0372 -0.5464 -1.8285
H 3.2102 -4.6807 -1.6316
H 2.1672 -4.7827 -0.2258
H 3.8566 -4.3764 -0.0374
H 0.8023 -2.6940 0.8330
H 1.9971 1.1985 1.3263
H 3.2782 1.1243 2.5421
H 1.5947 1.2120 3.0275
H 0.1958 -0.9581 3.8447
H 1.5731 -1.7144 4.6223
H 0.5601 -2.6487 3.5488
H 4.5981 -1.4339 1.8376
H 3.9422 -2.8469 2.6350
H 4.2435 -1.3902 3.5547
O 1.7874 0.7304 -0.8197
S 4.0169 1.6251 -0.3597
C 3.5252 3.3184 -0.0725
C 2.2306 3.7332 -0.3309
C 1.8532 5.0350 -0.0507
C 2.7662 5.9136 0.5097
C 4.0653 5.4971 0.7586
C 4.4521 4.2013 0.4667
C 5.3551 1.9631 -1.4937
C 6.6169 1.4339 -1.2447
C 7.6568 1.7140 -2.1133
C 7.4315 2.4742 -3.2508
C 6.1665 2.9787 -3.5079
C 5.1296 2.7349 -2.6275
H 1.5389 3.0259 -0.7687
H 0.8464 5.3580 -0.2714
H 2.4659 6.9227 0.7483
H 4.7744 6.1850 1.1896
H 5.4611 3.8688 0.6554
H 6.7835 0.8389 -0.3603
H 8.6464 1.3349 -1.9066
H 8.2413 2.6657 -3.9392
H 5.9841 3.5528 -4.4016
H 4.1488 3.1408 -2.8206
*
```

=====

Record 4
ORCA calculation (ωB97M-V/def2-TZVPD) on a molecular structure, C2H4N4.

Summary:
**Gap between HOMO and LUMO**: 10.0204 eV
**Energy relative to the best compared isomer or geometry (same formula, charge and spin)**: 394.3 kJ/mol

Structure (ORCA input):
```
! RIJCOSX wB97M-V def2-TZVPD def2/J DEFGRID3
* xyz 0 1
C -1.3691 -0.2229 0.1535
N -0.0810 -0.1517 -0.5331
C 1.2302 1.0961 0.0261
N 2.3023 0.5989 0.1615
N 1.7579 -1.4638 -0.3355
N 0.6458 -1.1996 -0.4787
H -1.2422 -0.3686 1.2331
H -1.9849 -1.0290 -0.2534
H -1.8816 0.7245 -0.0245
H 0.6560 2.0083 0.0416
*
```

=====

Record 5
ORCA calculation (ωB97M-V/def2-TZVPD) on 7 unconnected molecules or ions with the total composition C20H43BrNO18PS.

Summary:
**SMILES**: CCNP(S)Br.COC(=O)OC.COC(=O)OC.COC(=O)OC.COC(=O)OC.COC(=O)OC.COC(=O)OC
**Gap between HOMO and LUMO**: 8.9759 eV

Structure (ORCA input):
```
! RIJCOSX wB97M-V def2-TZVPD def2/J DEFGRID3
* xyz 0 1
C -0.4094 -4.6058 3.6706
C -1.3842 -5.2848 2.4921
N -2.5337 -4.3928 2.0869
P -2.0568 -3.0438 1.0304
S -1.6810 -1.2555 2.2339
Br -0.0481 -3.3995 -0.0039
H 0.7181 -4.9702 3.5582
H -0.4346 -3.4354 3.6659
H -0.7692 -4.9578 4.7532
H -0.7658 -5.7408 1.6059
H -1.8815 -6.2226 3.0401
H -3.1707 -5.0043 1.4965
H -0.3030 -1.3820 2.5499
C 5.3425 -7.3101 2.1862
O 4.8127 -6.9053 0.9254
C 4.0951 -5.7543 0.9649
O 3.8827 -5.0753 1.9573
O 3.6549 -5.4895 -0.2910
C 2.8790 -4.2980 -0.4018
H 5.8970 -8.2407 2.0368
H 6.0343 -6.5557 2.5745
H 4.5353 -7.5014 2.9006
H 3.4722 -3.4230 -0.1171
H 1.9732 -4.3687 0.2091
H 2.5803 -4.1852 -1.4477
C 1.9921 -0.5607 0.0604
O 1.9277 0.7510 -0.4958
C 1.6893 1.7312 0.4117
O 1.5339 1.5743 1.6127
O 1.6538 2.9163 -0.2483
C 1.4093 4.0461 0.5870
H 2.1865 -1.2640 -0.7540
H 2.8121 -0.6343 0.7820
H 1.0388 -0.8293 0.5270
H 2.2060 4.1569 1.3296
H 0.4327 3.9617 1.0747
H 1.4020 4.9385 -0.0450
C 8.0395 5.4610 -0.4771
O 7.2496 4.3065 -0.1989
C 6.3368 4.0101 -1.1582
O 6.1548 4.6337 -2.1922
O 5.6617 2.8996 -0.7680
C 4.6609 2.4678 -1.6879
H 8.7341 5.6039 0.3552
H 8.6233 5.3181 -1.3921
H 7.4074 6.3516 -0.5547
H 5.1096 2.2050 -2.6513
H 3.8938 3.2387 -1.8139
H 4.1854 1.5738 -1.2750
C -8.2328 -3.0175 3.9695
O -7.6988 -1.8610 3.3280
C -6.4884 -2.0543 2.7457
O -5.8568 -3.0992 2.7342
O -6.1026 -0.8836 2.1783
C -4.8367 -0.9379 1.5237
H -9.2012 -2.7483 4.4000
H -8.3900 -3.8229 3.2449
H -7.5753 -3.3473 4.7803
H -4.8581 -1.6602 0.7012
H -4.0434 -1.1846 2.2367
H -4.6289 0.0515 1.1069
C 0.0165 1.1412 -2.9376
O -0.2286 2.3014 -3.7301
C 0.6497 2.4772 -4.7493
O 1.5892 1.7458 -5.0206
O 0.3018 3.6076 -5.4144
C 1.1453 3.9203 -6.5212
H -0.7446 1.1003 -2.1536
H -0.0660 0.2342 -3.5451
H 0.9998 1.2007 -2.4600
H 1.1079 3.1245 -7.2721
H 2.1737 4.0910 -6.1869
H 0.7749 4.8421 -6.9785
C -6.7905 3.5583 0.5865
O -5.7493 4.4520 0.1978
C -5.0502 4.0533 -0.8948
O -5.2426 3.0320 -1.5359
O -4.1001 4.9878 -1.1506
C -3.2817 4.6981 -2.2821
H -7.2823 3.9758 1.4694
H -7.5355 3.4636 -0.2101
H -6.3795 2.5790 0.8523
H -3.8864 4.6491 -3.1935
H -2.7304 3.7644 -2.1310
H -2.5583 5.5106 -2.3929
*
```

=====

Record 6
ORCA calculation (ωB97M-V/def2-TZVPD) on 3 unconnected molecules or ions with the total composition C30H62ClO12P.

Summary:
**SMILES**: COCCCCCCCCC[C@@]1(C[C@H](C)Cl)OC(=O)O[C@]1(CCO)[PH2]=O.COCCOCCOC.COCCOCCOC
**Gap between HOMO and LUMO**: 9.6867 eV
**Energy relative to the best compared isomer or geometry (same formula, charge and spin)**: 0.0 kJ/mol

Structure (ORCA input):
```
! RIJCOSX wB97M-V def2-TZVPD def2/J DEFGRID3
* xyz 0 1
C 3.1613 -5.5719 0.1223
O 2.3078 -4.9953 -0.8377
C 2.8701 -3.8845 -1.5101
C 1.7862 -2.8888 -1.9319
C 0.6092 -2.7884 -0.9639
C 0.9965 -2.2887 0.4262
C 1.3154 -0.7915 0.5073
C 0.2413 0.1492 -0.0556
C -1.1507 -0.0484 0.5605
C -2.3102 0.2031 -0.4356
C -3.0620 -1.0904 -0.7934
C -4.5850 -0.9515 -0.8795
C -5.2426 -0.5979 0.4544
C -5.2969 -1.5950 1.6127
C -3.9610 -1.9919 2.2274
Cl -6.2430 -3.0755 1.2775
O -4.8007 0.2680 -1.7156
C -4.6722 -0.0787 -3.0011
O -4.5301 0.6816 -3.9174
O -4.7679 -1.4228 -3.1254
C -5.2711 -1.9296 -1.8516
C -5.0606 -3.4465 -1.8617
C -3.7079 -4.0376 -1.5190
O -2.7624 -3.7056 -2.5317
P -7.1206 -1.6143 -2.0126
O -7.8829 -1.1195 -0.8454
H 3.5731 -4.8146 0.7963
H 3.9798 -6.1220 -0.3513
H 2.5664 -6.2663 0.7134
H 3.5929 -3.3794 -0.8588
H 3.4101 -4.2331 -2.3966
H 2.2637 -1.9065 -1.9910
H 1.4254 -3.1218 -2.9347
H -0.1293 -2.1196 -1.4151
H 0.1260 -3.7636 -0.8727
H 1.8811 -2.8217 0.7807
H 0.1997 -2.5545 1.1247
H 2.2385 -0.6263 -0.0541
H 1.5019 -0.5250 1.5499
H 0.1949 0.0190 -1.1387
H 0.5689 1.1734 0.1308
H -1.2519 0.6665 1.3815
H -1.2361 -1.0352 1.0123
H -1.8792 0.5969 -1.3548
H -2.9673 0.9715 -0.0376
H -2.7228 -1.4396 -1.7686
H -2.7945 -1.8763 -0.0963
H -6.2348 -0.2011 0.2587
H -4.6523 0.2293 0.8574
H -5.8578 -1.0859 2.3958
H -3.3891 -1.0915 2.4518
H -3.3934 -2.6718 1.5989
H -4.1469 -2.5119 3.1674
H -5.2903 -3.7704 -2.8809
H -5.7942 -3.9330 -1.2227
H -3.3575 -3.7246 -0.5356
H -3.8307 -5.1249 -1.4799
H -1.8780 -3.8436 -2.1764
H -7.1807 -0.7958 -3.1534
H -7.5729 -2.8617 -2.4821
C -4.2860 6.0502 1.6042
O -3.1643 6.0901 2.4603
C -3.0797 5.0355 3.3974
C -1.7057 4.4026 3.4546
O -1.3159 3.6739 2.3042
C -1.0203 4.3609 1.0994
C 0.2222 5.2245 1.1136
O 0.0968 6.3655 1.9394
C 1.1829 6.6066 2.8047
H -5.1608 6.5105 2.0749
H -4.0352 6.6144 0.7062
H -4.5324 5.0252 1.3105
H -3.8245 4.2618 3.1809
H -3.2943 5.4367 4.3967
H -1.7515 3.6496 4.2463
H -0.9467 5.1294 3.7496
H -1.8862 4.9183 0.7374
H -0.8280 3.5641 0.3752
H 0.3961 5.5586 0.0825
H 1.0820 4.6169 1.4176
H 1.5903 5.6757 3.2123
H 0.8181 7.2137 3.6330
H 1.9843 7.1544 2.2974
C 8.3997 -2.2444 -1.5507
O 7.6840 -1.0707 -1.8674
C 6.3724 -1.2735 -2.3541
C 5.3493 -0.3823 -1.6839
O 5.0957 -0.6549 -0.3173
C 6.0794 -0.3595 0.6581
C 6.3316 1.1105 0.9131
O 6.9612 1.7596 -0.1739
C 6.3877 2.9893 -0.5568
H 8.8845 -2.6654 -2.4376
H 9.1690 -1.9759 -0.8268
H 7.7508 -3.0025 -1.1010
H 6.0710 -2.3205 -2.2373
H 6.3560 -1.0378 -3.4263
H 4.3965 -0.5894 -2.1806
H 5.5722 0.6732 -1.8510
H 7.0133 -0.8909 0.4639
H 5.6659 -0.7624 1.5865
H 6.9878 1.1804 1.7905
H 5.3850 1.6016 1.1642
H 5.2952 2.9648 -0.4894
H 6.6638 3.1747 -1.5946
H 6.7642 3.8144 0.0571
*
```

=====

| no. | strongest force on any atom (eV Å⁻¹) |
| --- | --- |
| 1 | 4.5 |
| 2 | 1.8 |
| 3 | 6.2 |
| 4 | 1.1 |
| 5 | 3.0 |
| 6 | 1.1 |